A single C23H29NO2 molecule. Source: the Open Molecules 2025 dataset; level of theory: the ωB97M-V functional and the def2-TZVPD basis.

```
55
Properties=species:S:1:pos:R:3
C 0.26 -3.51 -4.86
C 0.34 -2.67 -3.58
C 1.67 -1.91 -3.57
C 0.24 -3.58 -2.36
C 0.08 -2.86 -1.03
O 0.16 -3.49 0.01
C -0.26 -1.44 -1.07
C -0.13 -0.65 0.08
N -0.83 0.47 0.21
C -0.82 1.32 1.39
C -2.17 2.05 1.37
C -2.43 3.01 2.52
C -1.33 4.06 2.74
C -0.74 4.61 1.44
C 0.12 3.61 0.63
C 0.40 2.28 1.32
C -0.70 0.39 2.60
C 0.53 -0.46 2.44
C 1.40 -0.70 3.49
C 2.56 -1.42 3.28
C 2.88 -1.86 2.00
C 2.01 -1.63 0.95
C 0.81 -0.96 1.17
C -0.87 -0.88 -2.25
O -1.42 0.23 -2.28
C -0.83 -1.70 -3.52
H 0.32 -2.87 -5.74
H -0.68 -4.05 -4.90
H 1.07 -4.23 -4.90
H 2.51 -2.60 -3.61
H 1.73 -1.25 -4.43
H 1.77 -1.30 -2.67
H 1.11 -4.24 -2.27
H -0.64 -4.24 -2.46
H -1.34 0.75 -0.63
H -2.96 1.29 1.37
H -2.25 2.60 0.43
H -3.37 3.53 2.31
H -2.57 2.45 3.45
H -1.76 4.89 3.30
H -0.53 3.64 3.36
H -1.56 4.97 0.81
H -0.13 5.47 1.70
H 1.09 4.08 0.43
H -0.33 3.42 -0.34
H 1.19 1.77 0.77
H 0.79 2.45 2.32
H -0.66 0.96 3.53
H -1.59 -0.26 2.63
H 1.17 -0.32 4.48
H 3.23 -1.61 4.10
H 3.80 -2.39 1.83
H 2.27 -1.95 -0.04
H -0.83 -1.01 -4.36
H -1.77 -2.26 -3.57
```

Summary:
E_tot ... -29908.25673 eV
Relative energy (zero: lowest compared OMol25 entry of this formula, charge and spin) ... 0.0000 eV
SMILES ... CC1(C)CC(=O)C(=C2NC3(CCCCCC3)Cc3ccccc32)C(=O)C1
Gap between HOMO and LUMO ... 8.3776 eV